{"formula": "C30H67BrN4O12PS7", "method": "ωB97M-V/def2-TZVPD", "charge": 1, "fmax_ev_per_a": 9.0, "e_lumo_ha": -0.1327, "homo_energy_ev": -9.781, "multiplicity": 1, "elements": ["C", "C", "C", "C", "N", "C", "O", "N", "O", "C", "P", "N", "N", "C", "Br", "C", "C", "O", "O", "O", "C", "C", "C", "C", "C", "C", "C", "H", "H", "H", "H", "H", "H", "H", "H", "H", "H", "H", "H", "H", "H", "H", "H", "H", "H", "H", "H", "H", "H", "H", "H", "H", "C", "S", "O", "C", "H", "H", "H", "H", "H", "H", "C", "S", "O", "C", "H", "H", "H", "H", "H", "H", "C", "S", "O", "C", "H", "H", "H", "H", "H", "H", "C", "S", "O", "C", "H", "H", "H", "H", "H", "H", "C", "S", "O", "C", "H", "H", "H", "H", "H", "H", "C", "S", "O", "C", "H", "H", "H", "H", "H", "H", "C", "S", "O", "C", "H", "H", "H", "H", "H", "H"], "xyz": [[2.273065, -1.560906, 1.298270], [1.408177, -1.944059, -0.072304], [-0.016970, -2.662363, 0.193840], [-1.368234, -1.767163, 0.075052], [-1.582680, -1.087774, -1.278592], [-3.068352, -0.761957, -1.378595], [-3.226056, 0.011723, -2.644525], [-3.665147, -0.775442, -3.641821], [-2.904704, -0.746387, -4.610326], [-3.331200, 0.359260, -0.165300], [-5.249875, 0.695918, -0.244942], [-5.620889, 2.084518, -0.988240], [-3.081755, -0.213153, 1.201755], [-1.636016, -0.735234, 1.363257], [-0.489064, 0.917817, 1.303863], [-1.665716, -1.498322, 2.813632], [-0.243662, -1.707706, 3.567413], [0.632524, -0.782571, 3.962455], [0.107579, -3.119760, 3.938877], [1.417886, -0.744824, -0.911031], [2.723558, -0.501910, -1.546184], [3.150068, 1.050933, -1.154933], [3.751378, 1.528754, 0.295789], [4.104093, 3.144191, 0.527850], [3.832148, 4.287304, -0.647831], [3.221327, 3.809132, -2.100224], [2.901285, 2.190960, -2.318972], [2.203949, -2.374408, 2.136383], [3.412271, -1.563047, 0.940612], [2.069487, -0.473081, 1.687427], [2.096373, -2.742636, -0.634992], [-0.049752, -3.229903, 1.243834], [-0.119445, -3.540283, -0.609843], [-2.276802, -2.540994, 0.155169], [-1.082364, -0.161636, -1.363652], [-1.320460, -1.769585, -2.029332], [-3.774204, -1.691749, -1.303223], [-2.838249, 1.396555, -0.386272], [-5.763301, 0.610505, 1.129480], [-5.858747, -0.443744, -0.941223], [-6.214237, 1.779893, -1.817344], [-3.744679, -0.997238, 1.416359], [-2.242829, -2.522951, 2.643377], [-2.357865, -0.850053, 3.525427], [0.726775, -3.515861, 3.259330], [2.602033, -0.542952, -2.709716], [3.569171, -1.253784, -1.244344], [3.931105, 0.758887, 1.175927], [4.524138, 3.559884, 1.551836], [4.036591, 5.437729, -0.507085], [2.984907, 4.531204, -2.991531], [2.444406, 1.835048, -3.361191], [1.865981, -4.208361, -4.973104], [1.615266, -2.764492, -3.911735], [0.936562, -3.237229, -2.660466], [0.356252, -1.988343, -4.953485], [2.597480, -4.866485, -4.497596], [0.923637, -4.746543, -5.100542], [2.248177, -3.885472, -5.944208], [-0.491728, -2.665261, -5.082269], [0.789077, -1.739690, -5.925303], [0.016927, -1.072079, -4.464311], [3.626374, 5.813284, 4.769225], [5.112611, 6.141452, 3.790693], [5.327684, 4.962658, 2.888483], [6.275351, 5.991267, 5.168462], [2.761751, 5.819573, 4.100859], [3.704543, 4.835694, 5.250994], [3.505847, 6.594711, 5.523029], [6.187946, 5.002605, 5.625386], [6.066153, 6.766868, 5.908918], [7.289372, 6.123738, 4.783511], [-4.899081, 4.325583, -5.545506], [-5.474815, 3.920247, -3.878666], [-6.777424, 3.189572, -4.016938], [-5.854291, 5.622366, -3.397466], [-4.638018, 3.396636, -6.058564], [-5.690209, 4.835675, -6.100318], [-4.014565, 4.963429, -5.481027], [-6.585645, 6.051505, -4.086547], [-4.937682, 6.216816, -3.404831], [-6.270639, 5.613355, -2.387245], [2.671324, -7.100922, 3.205484], [1.618583, -7.011844, 1.736498], [1.180902, -5.585599, 1.581399], [0.233070, -7.931669, 2.448567], [3.594872, -6.552089, 3.005063], [2.160130, -6.649924, 4.059400], [2.910925, -8.144934, 3.419969], [-0.125725, -7.428853, 3.349852], [0.554332, -8.947986, 2.688333], [-0.572652, -7.972136, 1.711581], [8.337732, 1.035991, -2.393528], [7.761998, 0.630654, -0.726689], [6.459389, -0.100020, -0.864961], [7.382522, 2.332774, -0.245488], [8.598795, 0.107044, -2.906587], [7.546604, 1.546083, -2.948340], [9.222248, 1.673837, -2.329050], [6.651168, 2.761913, -0.934569], [8.299131, 2.927224, -0.252853], [6.966174, 2.323763, 0.764733], [-11.743302, 6.054992, -4.212117], [-9.979939, 5.932396, -3.825280], [-9.293495, 7.095871, -4.477135], [-9.669152, 4.473917, -4.849496], [-12.150568, 6.932337, -3.703466], [-11.882557, 6.164396, -5.290324], [-12.258122, 5.159702, -3.856043], [-9.938110, 4.682038, -5.887869], [-10.253415, 3.631472, -4.471980], [-8.605579, 4.229787, -4.793034], [1.943755, -6.913083, 8.771709], [1.423864, -6.671525, 7.055468], [2.409506, -7.387951, 6.180804], [1.820762, -4.907704, 6.990844], [1.819251, -7.968288, 9.027377], [2.993902, -6.634080, 8.886783], [1.319528, -6.305635, 9.431043], [2.878565, -4.753956, 7.217306], [1.200525, -4.367353, 7.709818], [1.609125, -4.540496, 5.983699]], "forces_ev_per_a": [[1.0, -0.1, -0.8], [2.6, -0.9, 1.0], [-0.4, -0.7, -0.9], [0.2, -1.6, 2.6], [-0.9, -0.3, 0.3], [-0.8, 2.6, 0.6], [1.3, -0.2, 2.8], [2.0, -1.7, -4.5], [-2.8, 0.4, 3.4], [-1.6, -1.3, -0.1], [-0.9, 2.0, -1.4], [-0.3, -2.6, -0.2], [1.6, -0.4, -1.1], [-1.6, -0.3, -0.4], [-0.7, -1.4, 0.0], [-0.4, 0.0, 0.2], [5.4, 2.3, 2.4], [-6.4, -5.6, -2.9], [-0.8, 2.6, -1.9], [0.3, -1.4, 0.0], [0.9, 1.9, -0.1], [0.7, 3.7, 0.1], [-0.6, 3.1, -3.0], [-1.7, -0.8, -3.2], [-1.2, -4.2, -1.4], [0.7, -3.5, 3.3], [1.1, 1.0, 3.1], [0.0, 1.6, -1.6], [-2.4, 0.0, 0.9], [0.1, -2.4, -0.7], [-1.9, 1.5, 1.3], [0.1, 1.4, -2.3], [0.2, 2.0, 1.7], [2.0, 1.6, -0.2], [0.1, -1.2, 0.1], [0.4, 0.7, 0.5], [1.6, 1.7, -0.4], [-0.7, -2.1, 0.5], [1.0, -0.3, -0.9], [0.8, 0.4, 0.9], [0.8, 0.9, 1.1], [0.8, 0.9, -0.4], [1.6, 2.0, 0.5], [1.6, -1.2, -1.5], [-0.8, 0.6, 0.8], [0.2, 0.1, 2.2], [-1.8, 1.4, -0.4], [-0.3, 1.9, -2.2], [-0.9, -1.1, -2.3], [-0.3, -2.7, 0.0], [0.6, -1.5, 2.1], [1.2, 0.9, 2.5], [0.0, -0.1, 0.1], [0.0, -0.3, -0.4], [-0.3, 0.1, -0.5], [-0.1, 0.0, 0.1], [-0.1, 0.2, 0.0], [0.0, 0.1, 0.1], [0.0, 0.1, 0.1], [0.1, 0.0, 0.0], [0.0, 0.0, 0.1], [0.1, -0.1, 0.0], [-0.1, -0.1, 0.0], [0.0, -0.2, 0.0], [-0.1, 0.3, 0.4], [0.1, -0.1, 0.0], [0.2, 0.0, 0.0], [0.1, 0.1, -0.1], [0.1, 0.0, -0.1], [-0.1, 0.1, -0.1], [0.0, 0.0, -0.1], [-0.2, 0.0, 0.0], [-0.1, 0.0, -0.1], [0.1, 0.2, 0.0], [0.3, 0.1, 0.0], [-0.1, 0.0, 0.0], [-0.1, 0.1, 0.2], [0.0, 0.0, 0.1], [-0.1, -0.1, 0.1], [0.0, -0.1, 0.0], [0.0, -0.1, 0.0], [0.1, -0.1, -0.1], [-0.1, 0.3, -0.2], [0.1, -0.2, 0.3], [-0.1, 0.2, 0.2], [-0.1, 0.1, 0.0], [-0.2, -0.1, -0.1], [0.1, -0.2, -0.2], [-0.1, 0.1, 0.0], [0.1, 0.0, -0.1], [0.0, 0.1, 0.0], [0.2, 0.0, 0.0], [-0.1, 0.0, -0.1], [-0.3, 0.0, -0.1], [0.4, 0.3, 0.0], [0.0, 0.0, 0.0], [-0.1, 0.1, 0.2], [0.0, 0.0, 0.1], [-0.1, -0.1, 0.1], [0.0, -0.1, 0.1], [0.0, -0.1, 0.0], [0.1, -0.1, -0.2], [-0.1, 0.1, 0.0], [0.0, 0.1, -0.3], [-0.2, -0.5, 0.1], [0.1, 0.1, -0.1], [0.2, -0.1, 0.0], [0.1, 0.0, 0.1], [0.1, 0.1, 0.0], [-0.1, 0.1, 0.1], [0.1, 0.1, 0.0], [-0.2, 0.0, 0.2], [0.1, -0.1, 0.0], [0.3, 0.0, 0.1], [-0.3, 0.3, 0.4], [0.1, 0.0, -0.1], [0.0, 0.1, -0.1], [-0.1, 0.0, -0.1], [0.0, 0.0, -0.1], [-0.1, -0.1, 0.0], [0.0, -0.1, -0.1], [0.0, -0.1, 0.1]]}

{"formula": "C30H67F3N11O12S2", "method": "ωB97M-V/def2-TZVPD", "charge": -1, "fmax_ev_per_a": 1.0, "e_lumo_ha": 0.0661, "homo_energy_ev": -5.451, "multiplicity": 1, "elements": ["N", "C", "N", "N", "C", "C", "C", "C", "S", "O", "O", "N", "S", "O", "O", "C", "C", "O", "C", "C", "F", "F", "F", "H", "H", "H", "H", "H", "H", "H", "H", "H", "H", "H", "H", "H", "H", "H", "H", "H", "H", "C", "O", "N", "C", "C", "H", "H", "H", "H", "H", "H", "H", "C", "O", "N", "C", "C", "H", "H", "H", "H", "H", "H", "H", "C", "O", "N", "C", "C", "H", "H", "H", "H", "H", "H", "H", "C", "O", "N", "C", "C", "H", "H", "H", "H", "H", "H", "H", "C", "O", "N", "C", "C", "H", "H", "H", "H", "H", "H", "H", "C", "O", "N", "C", "C", "H", "H", "H", "H", "H", "H", "H", "C", "O", "N", "C", "C", "H", "H", "H", "H", "H", "H", "H"], "xyz": [[1.552562, -4.506390, 2.590875], [0.811256, -3.629111, 3.173646], [0.884650, -3.243234, 4.525624], [-0.166744, -2.924965, 2.480562], [-1.174032, -3.686231, 1.780036], [-1.831407, -2.894356, 0.654752], [-2.280779, -1.481870, 1.063498], [-1.412574, -0.247553, 0.706361], [-0.501066, 0.623112, 1.977506], [-1.115630, 0.263531, 3.243972], [-0.602289, 2.031075, 1.621810], [0.969400, 0.080401, 1.743619], [2.185628, 0.503162, 2.650301], [2.701881, 1.824939, 2.343595], [2.048488, 0.197073, 4.065690], [3.389377, -0.627347, 1.994386], [3.678244, -0.274761, 0.560830], [4.544083, -1.257460, -0.014955], [4.452875, -1.344248, -1.402267], [3.601044, -2.523253, -1.820441], [2.273868, -2.328326, -1.574415], [3.738806, -2.776931, -3.154522], [3.966542, -3.656905, -1.172437], [2.214084, -4.917345, 3.239623], [1.005629, -2.232709, 4.624431], [1.676234, -3.685713, 4.969451], [-0.589542, -2.269254, 3.125035], [-1.946750, -4.070695, 2.453830], [-0.678766, -4.564466, 1.371757], [-2.724065, -3.455402, 0.378321], [-1.207872, -2.860534, -0.235185], [-2.558057, -1.462738, 2.114660], [-3.196201, -1.296286, 0.510878], [-0.734469, -0.443754, -0.117982], [-2.106567, 0.516054, 0.368141], [3.030562, -1.645355, 2.063203], [4.270465, -0.530440, 2.606420], [4.169310, 0.695902, 0.522679], [2.732199, -0.233807, 0.029949], [4.041590, -0.440469, -1.851772], [5.443334, -1.496055, -1.826037], [2.487307, 1.905599, -1.877748], [2.912007, 1.507763, -2.962743], [1.754866, 3.000170, -1.694220], [1.311924, 3.383578, -0.355534], [1.406349, 3.814195, -2.845751], [2.686996, 1.369925, -0.942329], [0.227487, 3.423187, -0.307539], [1.712863, 4.366385, -0.103613], [1.661926, 2.661214, 0.375805], [0.840817, 3.222265, -3.568666], [2.318193, 4.161136, -3.340328], [0.816409, 4.673723, -2.524251], [-5.769553, -1.995590, 1.902877], [-5.369766, -2.318527, 0.800952], [-6.317858, -0.804999, 2.193025], [-6.775687, -0.462511, 3.526769], [-6.443866, 0.172219, 1.126729], [-5.696259, -2.663663, 2.778159], [-7.839354, -0.227321, 3.511732], [-6.233006, 0.405614, 3.902646], [-6.601558, -1.302951, 4.195873], [-7.062273, -0.224689, 0.319472], [-5.462947, 0.408550, 0.713040], [-6.900602, 1.070904, 1.529311], [0.301124, 7.483379, -1.730648], [0.058277, 6.317194, -1.496428], [1.369787, 8.136049, -1.239557], [1.632138, 9.526536, -1.537208], [2.285418, 7.400565, -0.377582], [-0.340362, 8.111165, -2.372735], [2.595520, 9.637705, -2.039542], [1.648004, 10.119961, -0.620438], [0.852411, 9.914115, -2.189538], [2.703870, 6.545817, -0.908659], [1.761536, 7.023879, 0.500631], [3.089303, 8.062038, -0.065655], [-0.323478, -4.778267, -2.619018], [-0.832149, -3.765775, -2.190652], [-0.759498, -6.021073, -2.331437], [-0.117273, -7.203760, -2.857560], [-1.911491, -6.159366, -1.455419], [0.559184, -4.768218, -3.281471], [-0.818062, -7.789473, -3.458301], [0.255594, -7.832818, -2.046127], [0.722589, -6.913816, -3.485178], [-2.778828, -5.655570, -1.883357], [-1.707839, -5.705945, -0.485568], [-2.132707, -7.215697, -1.322754], [4.486313, 1.005496, -7.030821], [5.219553, 0.972285, -8.006775], [3.404533, 0.231514, -6.868180], [2.562122, 0.316735, -5.682533], [3.076308, -0.716166, -7.915176], [4.656041, 1.689866, -6.184505], [2.542880, -0.643802, -5.166305], [1.543371, 0.584293, -5.973323], [2.940545, 1.068011, -4.995896], [3.896312, -1.419530, -8.066519], [2.903526, -0.199181, -8.860490], [2.180058, -1.260726, -7.630174], [-9.184463, 3.004537, 2.242278], [-8.835844, 2.023246, 2.868103], [-10.192790, 3.013763, 1.352420], [-10.570229, 4.207564, 0.625453], [-10.917670, 1.775261, 1.120183], [-8.688521, 3.983274, 2.350354], [-11.606138, 4.477556, 0.841116], [-10.467553, 4.051049, -0.450031], [-9.926148, 5.032896, 0.919786], [-11.372091, 1.421792, 2.045816], [-10.240435, 0.999953, 0.761905], [-11.692903, 1.949701, 0.378934], [6.745271, -1.816265, 2.825011], [6.419953, -0.706487, 2.468071], [7.275198, -2.097998, 4.034702], [7.643514, -3.441050, 4.421404], [7.469831, -1.002363, 4.969265], [6.622683, -2.703984, 2.180594], [7.080053, -3.758074, 5.302142], [8.710189, -3.498421, 4.652759], [7.427029, -4.126705, 3.605045], [6.519501, -0.515050, 5.187651], [8.138583, -0.254029, 4.543046], [7.898631, -1.391045, 5.889795]], "forces_ev_per_a": [[-0.8, 0.1, 0.2], [0.4, 0.0, -0.6], [0.5, 0.2, 0.0], [0.3, -0.1, 0.9], [0.1, -0.3, -0.9], [0.1, 0.3, 0.4], [0.1, 0.2, -0.4], [-0.3, -0.5, -0.1], [-0.5, 0.3, -0.3], [0.3, -0.2, 0.1], [-0.1, -0.2, 0.2], [-0.4, -0.1, 0.3], [0.6, -0.4, 0.2], [-0.1, 0.2, 0.1], [-0.2, -0.1, -0.2], [0.0, 0.0, -0.1], [0.3, -0.1, 0.1], [-0.1, -0.2, 0.1], [0.0, 0.2, 0.0], [-0.7, -0.4, 0.1], [1.0, -0.2, -0.2], [-0.2, 0.2, 0.5], [-0.2, 0.4, -0.3], [0.0, 0.0, 0.1], [-0.3, 0.0, 0.0], [0.1, 0.0, 0.1], [-0.1, 0.3, -0.2], [-0.1, 0.1, 0.3], [0.1, -0.1, -0.1], [-0.2, 0.0, -0.1], [0.1, 0.1, 0.1], [0.0, 0.2, 0.2], [-0.2, -0.1, 0.1], [0.2, -0.1, 0.0], [0.0, 0.3, 0.0], [-0.4, -0.2, 0.1], [0.2, 0.2, 0.2], [0.0, 0.2, -0.1], [-0.1, -0.2, -0.1], [-0.1, 0.1, -0.2], [0.2, -0.1, 0.0], [0.0, -0.1, 0.1], [0.1, 0.1, 0.1], [-0.1, 0.1, 0.1], [0.0, 0.1, -0.2], [0.0, 0.0, 0.0], [-0.1, 0.1, -0.1], [0.0, 0.0, 0.0], [0.0, 0.0, 0.0], [0.0, 0.0, 0.0], [0.0, 0.0, 0.0], [0.0, 0.0, -0.1], [0.1, -0.3, 0.0], [0.2, -0.1, 0.1], [-0.2, -0.1, -0.1], [-0.1, 0.1, 0.1], [0.0, 0.0, -0.2], [0.1, -0.1, 0.0], [0.0, 0.0, 0.0], [0.0, 0.0, 0.1], [0.0, 0.0, 0.0], [0.0, 0.0, 0.0], [0.0, 0.0, 0.0], [0.0, 0.0, 0.0], [0.0, 0.0, 0.0], [0.0, 0.0, 0.0], [-0.2, 0.1, 0.0], [0.2, 0.2, 0.0], [0.1, -0.1, 0.1], [-0.1, 0.0, -0.1], [0.0, 0.0, 0.0], [0.0, 0.0, 0.0], [0.0, 0.0, 0.0], [0.0, 0.0, 0.0], [0.0, 0.0, 0.0], [0.0, 0.0, 0.0], [0.0, 0.0, 0.0], [0.2, 0.1, 0.0], [-0.1, 0.0, -0.2], [-0.1, -0.2, 0.0], [-0.1, 0.0, 0.1], [0.1, 0.1, 0.0], [0.0, 0.0, 0.0], [0.0, 0.0, 0.0], [0.0, 0.0, 0.0], [0.0, 0.0, 0.0], [0.0, 0.0, 0.0], [0.0, 0.0, 0.0], [0.0, 0.0, 0.0], [0.1, 0.1, 0.0], [0.0, 0.0, 0.0], [-0.2, -0.1, 0.1], [0.1, -0.1, -0.3], [0.1, 0.1, 0.0], [0.0, 0.0, 0.0], [0.0, 0.0, 0.1], [0.0, 0.0, 0.1], [0.0, -0.1, 0.0], [0.0, 0.0, 0.0], [0.0, 0.0, 0.0], [0.0, 0.0, 0.0], [0.1, 0.1, 0.0], [0.0, -0.1, 0.1], [-0.1, 0.1, -0.1], [0.0, -0.2, 0.0], [0.1, 0.0, 0.1], [0.0, 0.0, 0.0], [0.0, 0.0, 0.0], [0.0, 0.0, 0.0], [0.0, 0.0, 0.0], [0.0, 0.0, 0.0], [0.0, 0.0, 0.0], [0.0, 0.0, 0.0], [-0.1, -0.1, -0.2], [0.3, 0.2, 0.1], [0.1, -0.1, 0.1], [0.0, 0.2, 0.1], [-0.1, 0.0, -0.1], [0.0, 0.0, 0.0], [0.0, -0.1, 0.0], [0.0, 0.0, 0.0], [0.0, 0.0, 0.0], [0.0, 0.0, 0.0], [0.0, 0.0, 0.0], [0.0, 0.0, 0.0]]}

Q: Which value of charge does entry 2 give?
A: -1

Q: Which formula does entry 1 have?
A: C30H67BrN4O12PS7

Q: What is the charge in the second record?
A: -1

Q: Which formula does entry 1 have?
A: C30H67BrN4O12PS7